# 1
This record from the Open Molecules 2025 dataset describes a 12-piece molecular cluster, C42H89BN2O22S5 overall at a distorted geometry. The level of theory is the ωB97M-V functional and the def2-TZVPD basis.

XYZ file:
```
161
C42H89BN2O22S5 (the ωB97M-V functional and the def2-TZVPD basis)
C 29.804 -7.653 9.593
C 29.910 -9.165 9.296
C 28.563 -9.777 8.971
C 28.622 -11.235 8.444
N 27.241 -11.937 8.279
C 27.401 -13.359 7.715
C 26.083 -13.752 7.205
C 25.416 -12.425 6.774
C 26.340 -11.319 7.195
C 26.459 -12.004 9.632
H 30.733 -7.218 9.961
H 28.885 -7.398 10.119
H 29.484 -7.109 8.704
H 30.440 -9.781 10.022
H 30.588 -9.161 8.442
H 28.042 -9.234 8.182
H 28.056 -9.826 9.935
H 29.288 -11.821 9.077
H 29.105 -11.262 7.466
H 27.712 -14.040 8.508
H 28.118 -13.464 6.900
H 25.519 -14.322 7.943
H 26.160 -14.345 6.294
H 24.443 -12.379 7.264
H 25.230 -12.381 5.701
H 25.926 -10.355 7.492
H 26.981 -11.091 6.343
H 26.180 -11.001 9.954
H 27.168 -12.474 10.314
H 25.525 -12.559 9.542
O 23.874 -8.028 11.648
C 23.331 -8.358 10.595
O 22.086 -8.342 10.289
B 21.855 -9.089 9.046
O 23.181 -9.387 8.463
C 24.102 -8.932 9.378
O 25.320 -8.826 9.200
O 21.050 -8.273 8.061
C 20.131 -9.080 7.555
O 19.319 -8.804 6.648
C 20.135 -10.452 8.375
O 21.122 -10.379 9.239
O 19.387 -11.417 8.244
C 21.845 -9.439 4.125
S 21.685 -10.989 3.186
O 23.021 -11.168 2.485
C 21.671 -12.057 4.717
H 22.292 -8.660 3.507
H 22.618 -9.442 4.894
H 20.922 -9.075 4.577
H 20.685 -12.153 5.172
H 22.329 -11.684 5.502
H 22.034 -13.060 4.497
C 23.953 -9.556 16.725
S 25.161 -8.189 16.454
O 26.522 -8.876 16.678
C 25.089 -8.214 14.572
H 24.042 -10.010 17.712
H 24.149 -10.341 15.995
H 22.897 -9.303 16.812
H 25.579 -7.400 14.037
H 24.041 -8.159 14.280
H 25.363 -9.219 14.249
C 18.297 -7.216 3.595
S 19.851 -6.729 2.763
O 19.420 -6.086 1.465
C 20.209 -5.348 3.945
H 17.636 -6.389 3.855
H 18.426 -7.689 4.569
H 17.850 -7.998 2.983
H 19.493 -4.529 3.869
H 21.224 -4.953 3.905
H 20.194 -5.687 4.980
C 20.166 -9.569 14.141
S 21.751 -10.320 13.528
O 22.106 -11.186 14.678
C 20.942 -11.436 12.249
H 20.295 -9.160 15.143
H 19.297 -10.226 14.192
H 19.869 -8.707 13.544
H 20.375 -12.228 12.738
H 21.752 -11.898 11.684
H 20.295 -10.877 11.574
C 16.871 -10.180 10.591
S 16.919 -9.097 12.084
O 17.862 -7.967 11.796
C 15.217 -8.353 12.182
H 16.688 -9.552 9.719
H 16.089 -10.936 10.674
H 17.851 -10.644 10.484
H 15.195 -7.622 12.990
H 14.383 -9.054 12.155
H 15.042 -7.681 11.341
C 19.675 -5.205 9.658
O 20.267 -4.137 9.671
N 18.339 -5.313 9.632
C 17.360 -4.240 9.602
C 17.709 -6.507 9.163
H 20.173 -6.170 9.476
H 16.562 -4.261 10.344
H 16.934 -4.154 8.602
H 17.775 -3.244 9.757
H 17.844 -6.490 8.081
H 18.306 -7.355 9.498
H 16.641 -6.686 9.286
O 15.874 -13.669 9.497
C 17.051 -14.058 9.491
O 17.618 -14.981 8.678
C 16.918 -15.612 7.614
C 17.500 -17.018 7.254
C 18.149 -13.560 10.461
H 16.901 -14.856 6.828
H 15.904 -15.839 7.944
H 17.635 -17.622 8.151
H 18.494 -16.950 6.812
H 16.782 -17.503 6.592
H 17.630 -12.924 11.179
H 18.793 -12.842 9.953
H 18.630 -14.415 10.936
O 25.467 -8.004 5.697
C 25.625 -7.004 6.422
O 24.706 -6.169 6.917
C 23.369 -6.348 6.471
C 22.385 -5.534 7.351
C 27.019 -6.516 6.819
H 22.973 -7.363 6.478
H 23.248 -5.986 5.451
H 22.416 -5.935 8.365
H 21.399 -5.669 6.907
H 22.561 -4.465 7.464
H 27.297 -6.792 7.837
H 27.148 -5.435 6.767
H 27.692 -6.991 6.106
O 25.960 -1.869 8.793
C 25.671 -1.653 9.964
O 24.808 -2.341 10.824
C 24.068 -3.565 10.447
C 24.825 -4.867 10.394
C 26.261 -0.412 10.642
H 23.624 -3.215 9.514
H 23.236 -3.725 11.133
H 25.525 -4.844 9.559
H 24.159 -5.726 10.311
H 25.460 -4.936 11.277
H 26.069 -0.394 11.714
H 25.760 0.435 10.174
H 27.345 -0.322 10.583
O 18.090 -13.316 2.732
C 18.227 -12.144 2.900
O 18.288 -11.428 4.072
C 17.931 -12.031 5.311
C 16.492 -12.474 5.354
C 18.491 -11.242 1.635
H 18.192 -11.295 6.072
H 18.567 -12.910 5.417
H 15.796 -11.637 5.312
H 16.183 -12.824 6.339
H 16.084 -13.237 4.691
H 19.249 -11.737 1.027
H 18.827 -10.266 1.985
H 17.522 -11.247 1.136
```

Properties
E_tot = -5434.25968 Eh
frontier orbital gap = 8.055 eV
LUMO = -0.0167 Eh



# 2
This record from the Open Molecules 2025 dataset describes C36H54IrP3Si as an isolated structure at a distorted geometry. The level of theory is the ωB97M-V functional and the def2-TZVPD basis.

XYZ file:
```
95
C36H54IrP3Si (the ωB97M-V functional and the def2-TZVPD basis)
Ir 0.270 -0.212 -0.737
C 4.655 -2.842 -0.801
C 3.167 -2.669 -0.519
C 2.310 -3.307 -1.617
P 2.618 -0.897 -0.272
C 3.580 0.361 -1.261
C 3.359 0.031 -2.741
C 5.049 0.601 -0.939
C 2.822 -0.581 1.512
C 4.114 -0.581 2.039
C 4.323 -0.349 3.390
C 3.244 -0.139 4.236
C 1.952 -0.169 3.727
C 1.726 -0.397 2.372
Si -0.038 -0.454 1.694
C -1.081 -1.992 1.882
C -0.783 -2.993 2.804
C -1.450 -4.209 2.759
C -2.421 -4.430 1.792
C -2.719 -3.450 0.855
C -2.061 -2.221 0.901
P -2.462 -0.917 -0.300
C -4.007 -0.104 0.362
C -4.566 0.916 -0.628
C -5.055 -1.146 0.761
C -2.671 -1.589 -2.023
C -3.882 -2.451 -2.376
C -1.360 -2.290 -2.380
C -1.082 1.098 2.047
C -1.799 1.171 3.237
C -2.504 2.322 3.570
C -2.506 3.403 2.701
C -1.809 3.333 1.504
C -1.108 2.178 1.159
P -0.184 2.150 -0.413
C 0.987 3.572 -0.199
C 1.898 3.281 0.996
C 1.786 3.907 -1.458
C -1.359 2.459 -1.823
C -1.871 3.881 -2.020
C -0.707 1.911 -3.105
H 4.860 -3.912 -0.871
H 5.284 -2.449 -0.005
H 4.947 -2.399 -1.752
H 2.922 -3.141 0.437
H 2.468 -2.829 -2.584
H 1.248 -3.260 -1.362
H 2.579 -4.357 -1.725
H 3.029 1.280 -1.025
H 3.967 -0.819 -3.048
H 3.644 0.878 -3.364
H 2.308 -0.197 -2.951
H 5.658 -0.291 -1.073
H 5.192 0.990 0.067
H 5.422 1.356 -1.634
H 4.960 -0.758 1.390
H 5.331 -0.338 3.781
H 3.402 0.031 5.291
H 1.115 -0.039 4.403
H -0.020 -2.830 3.555
H -1.213 -4.982 3.477
H -2.960 -5.368 1.762
H -3.485 -3.626 0.115
H -3.670 0.414 1.265
H -4.782 0.467 -1.599
H -3.891 1.760 -0.763
H -5.502 1.313 -0.238
H -5.395 -1.740 -0.085
H -5.920 -0.609 1.152
H -4.698 -1.809 1.546
H -2.748 -0.670 -2.616
H -3.869 -3.423 -1.887
H -3.849 -2.634 -3.451
H -4.823 -1.949 -2.166
H -1.266 -3.244 -1.860
H -0.470 -1.661 -2.112
H -1.304 -2.477 -3.452
H -1.790 0.335 3.927
H -3.033 2.371 4.511
H -3.049 4.302 2.957
H -1.816 4.183 0.833
H 0.338 4.421 0.044
H 2.544 2.419 0.810
H 1.328 3.095 1.906
H 2.535 4.147 1.174
H 2.397 3.071 -1.801
H 2.457 4.733 -1.225
H 1.148 4.234 -2.277
H -2.206 1.811 -1.579
H -1.071 4.613 -2.118
H -2.542 4.190 -1.221
H -2.444 3.903 -2.948
H 0.101 2.554 -3.451
H -1.447 1.850 -3.901
H -0.296 0.901 -2.949
```

Properties
E_tot = -2821.15938 Eh
frontier orbital gap (alpha / beta) = 6.481 / 5.583 eV
LUMO (alpha / beta) = -0.3925 / -0.4263 Eh
2S+1 = 2
total charge = +3



# 3
This record from the Open Molecules 2025 dataset describes C24H29Cl5N6Pb as an isolated structure at a distorted geometry. The level of theory is the ωB97M-V functional and the def2-TZVPD basis.

XYZ file:
```
65
C24H29Cl5N6Pb (the ωB97M-V functional and the def2-TZVPD basis)
Pb -0.164 -0.415 0.203
N -2.742 -0.339 0.538
C -3.065 -0.777 1.898
C -2.301 -2.055 2.226
N -0.840 -1.913 2.241
C -0.209 -3.241 2.220
C 0.192 -3.668 0.810
N 1.049 -2.641 0.216
C -0.421 -1.155 3.424
C 1.045 -0.721 3.420
N 1.311 0.161 2.282
H -3.107 0.593 0.382
H -3.190 -0.948 -0.138
H -4.132 -0.985 2.031
H -2.797 0.029 2.581
H -2.545 -2.796 1.464
H -2.644 -2.431 3.199
H -0.878 -3.996 2.647
H 0.685 -3.214 2.841
H -0.690 -3.768 0.177
H 0.699 -4.640 0.864
H 1.258 -2.886 -0.747
H 1.930 -2.590 0.721
H -0.616 -1.744 4.330
H -1.025 -0.251 3.464
H 1.719 -1.576 3.356
H 1.247 -0.226 4.377
H 2.313 0.259 2.152
H 0.933 1.083 2.490
C 2.880 0.376 -1.578
N 1.601 -0.275 -1.632
C 1.288 -0.961 -2.680
C 0.083 -1.676 -2.767
C -0.354 -2.532 -3.813
C -1.549 -3.061 -3.404
C -1.800 -2.515 -2.112
N -0.835 -1.697 -1.734
C 2.986 1.445 -2.647
C 2.033 2.461 -2.689
C 2.191 3.527 -3.551
C 3.294 3.575 -4.396
C 4.222 2.542 -4.384
C 4.056 1.462 -3.536
H 3.686 -0.351 -1.726
H 2.993 0.827 -0.590
H 1.974 -1.044 -3.522
H 0.163 -2.713 -4.736
H -2.177 -3.758 -3.922
H -2.639 -2.736 -1.478
H 1.179 2.413 -2.030
H 1.459 4.320 -3.567
H 3.414 4.403 -5.077
H 5.086 2.583 -5.032
H 4.776 0.659 -3.544
Cl -0.644 2.084 4.364
C -1.359 2.754 2.952
C -1.129 2.283 1.688
C -1.617 2.884 0.563
Cl -1.269 2.263 -1.002
C -2.462 4.002 0.694
Cl -3.143 4.727 -0.698
C -2.773 4.471 1.976
Cl -3.803 5.828 2.159
C -2.232 3.854 3.109
Cl -2.592 4.428 4.678
```

Properties
E_tot = -3753.65230 Eh
frontier orbital gap (alpha / beta) = 5.098 / 3.908 eV
relative energy (zero: lowest compared OMol25 entry of this formula, charge and spin) = 60.3 kcal/mol
LUMO (alpha / beta) = -0.3024 / -0.3438 Eh
total charge = +2



Copy entry 2 word for word.
This record from the Open Molecules 2025 dataset describes C36H54IrP3Si as an isolated structure at a distorted geometry. The level of theory is the ωB97M-V functional and the def2-TZVPD basis.

XYZ file:
```
95
C36H54IrP3Si (the ωB97M-V functional and the def2-TZVPD basis)
Ir 0.270 -0.212 -0.737
C 4.655 -2.842 -0.801
C 3.167 -2.669 -0.519
C 2.310 -3.307 -1.617
P 2.618 -0.897 -0.272
C 3.580 0.361 -1.261
C 3.359 0.031 -2.741
C 5.049 0.601 -0.939
C 2.822 -0.581 1.512
C 4.114 -0.581 2.039
C 4.323 -0.349 3.390
C 3.244 -0.139 4.236
C 1.952 -0.169 3.727
C 1.726 -0.397 2.372
Si -0.038 -0.454 1.694
C -1.081 -1.992 1.882
C -0.783 -2.993 2.804
C -1.450 -4.209 2.759
C -2.421 -4.430 1.792
C -2.719 -3.450 0.855
C -2.061 -2.221 0.901
P -2.462 -0.917 -0.300
C -4.007 -0.104 0.362
C -4.566 0.916 -0.628
C -5.055 -1.146 0.761
C -2.671 -1.589 -2.023
C -3.882 -2.451 -2.376
C -1.360 -2.290 -2.380
C -1.082 1.098 2.047
C -1.799 1.171 3.237
C -2.504 2.322 3.570
C -2.506 3.403 2.701
C -1.809 3.333 1.504
C -1.108 2.178 1.159
P -0.184 2.150 -0.413
C 0.987 3.572 -0.199
C 1.898 3.281 0.996
C 1.786 3.907 -1.458
C -1.359 2.459 -1.823
C -1.871 3.881 -2.020
C -0.707 1.911 -3.105
H 4.860 -3.912 -0.871
H 5.284 -2.449 -0.005
H 4.947 -2.399 -1.752
H 2.922 -3.141 0.437
H 2.468 -2.829 -2.584
H 1.248 -3.260 -1.362
H 2.579 -4.357 -1.725
H 3.029 1.280 -1.025
H 3.967 -0.819 -3.048
H 3.644 0.878 -3.364
H 2.308 -0.197 -2.951
H 5.658 -0.291 -1.073
H 5.192 0.990 0.067
H 5.422 1.356 -1.634
H 4.960 -0.758 1.390
H 5.331 -0.338 3.781
H 3.402 0.031 5.291
H 1.115 -0.039 4.403
H -0.020 -2.830 3.555
H -1.213 -4.982 3.477
H -2.960 -5.368 1.762
H -3.485 -3.626 0.115
H -3.670 0.414 1.265
H -4.782 0.467 -1.599
H -3.891 1.760 -0.763
H -5.502 1.313 -0.238
H -5.395 -1.740 -0.085
H -5.920 -0.609 1.152
H -4.698 -1.809 1.546
H -2.748 -0.670 -2.616
H -3.869 -3.423 -1.887
H -3.849 -2.634 -3.451
H -4.823 -1.949 -2.166
H -1.266 -3.244 -1.860
H -0.470 -1.661 -2.112
H -1.304 -2.477 -3.452
H -1.790 0.335 3.927
H -3.033 2.371 4.511
H -3.049 4.302 2.957
H -1.816 4.183 0.833
H 0.338 4.421 0.044
H 2.544 2.419 0.810
H 1.328 3.095 1.906
H 2.535 4.147 1.174
H 2.397 3.071 -1.801
H 2.457 4.733 -1.225
H 1.148 4.234 -2.277
H -2.206 1.811 -1.579
H -1.071 4.613 -2.118
H -2.542 4.190 -1.221
H -2.444 3.903 -2.948
H 0.101 2.554 -3.451
H -1.447 1.850 -3.901
H -0.296 0.901 -2.949
```

Properties
E_tot = -2821.15938 Eh
frontier orbital gap (alpha / beta) = 6.481 / 5.583 eV
LUMO (alpha / beta) = -0.3925 / -0.4263 Eh
2S+1 = 2
total charge = +3



> The lowest E_tot belongs to which entry?

C42H89BN2O22S5



> The highest E_tot belongs to which entry?

C36H54IrP3Si